No. 1
An isolated molecule of C25H24N2O6 in a non-equilibrium geometry. Source: the Open Molecules 2025 dataset; level of theory: ωB97M-V with the def2-TZVPD basis set.

Geometry as XYZ:
```
57
Properties=species:S:1:pos:R:3:nbo_charge:R:1
O 3.864 -1.351 2.417 -0.58
O 3.755 -1.303 -3.976 -0.53
O -2.397 -2.036 1.621 -0.50
O -3.373 0.003 -2.583 -0.51
O 2.561 -2.895 1.444 -0.52
O 0.739 -2.362 -5.610 -0.48
N 1.598 -1.860 -3.481 -0.57
N -3.414 3.015 3.124 -0.64
C -3.420 2.098 -0.435 -0.18
C -2.291 3.413 3.603 0.59
C -3.256 2.221 1.940 0.19
C 0.041 -2.181 -0.141 -0.13
C 1.907 -1.905 3.616 -0.72
C 1.038 -0.042 -5.226 -0.75
C 2.855 -2.019 2.438 0.80
C 2.172 -3.115 -0.981 -0.46
C 1.084 -1.526 -4.817 0.73
C -3.591 2.807 0.731 -0.23
C 2.968 -2.429 0.153 -0.07
C -1.680 4.756 3.254 -0.73
C 2.787 -1.038 -3.297 0.71
C -0.551 -0.960 -2.570 -0.23
C -1.479 2.563 4.577 -0.73
C -2.082 -1.189 0.811 0.56
C 2.855 0.141 -2.333 -0.74
C -2.621 0.222 0.833 -0.12
C 0.897 -2.302 -1.221 -0.04
C -2.664 -0.005 -1.600 0.55
C -2.925 0.827 -0.371 -0.08
C -1.093 -1.435 -0.307 -0.14
C 0.618 -1.691 -2.438 0.23
C -2.789 0.919 2.000 -0.22
C -1.399 -0.832 -1.506 -0.11
H -3.654 2.521 -1.406 0.23
H -0.873 3.198 5.230 0.22
H 0.760 0.612 -4.394 0.22
H 1.955 -4.163 -0.762 0.25
H 0.250 -2.650 0.812 0.24
H -2.466 5.490 3.068 0.25
H 2.421 -2.162 4.541 0.25
H 0.309 0.065 -6.028 0.25
H -1.064 4.687 2.348 0.25
H -3.959 3.825 0.745 0.23
H -2.527 0.451 2.942 0.23
H 2.825 -3.075 -1.855 0.24
H -1.025 5.086 4.065 0.22
H -2.123 1.939 5.197 0.25
H 3.369 0.962 -2.834 0.26
H 1.879 0.511 -2.007 0.23
H 1.533 -0.881 3.679 0.24
H 1.040 -2.558 3.478 0.23
H -0.818 -0.483 -3.506 0.23
H 4.049 -2.528 0.009 0.20
H 2.029 0.260 -5.581 0.26
H 3.430 -0.178 -1.462 0.25
H 2.760 -1.357 0.072 0.18
H -0.817 1.918 3.982 0.25
```

## Properties
Energy relative to the best compared isomer or geometry (same formula, charge and spin), eV: 4.4504
E_LUMO, eV: -0.58
E, hartree: -1527.935517
E_HOMO, eV: -8.285
Max |F|, eV/A: 2.0

***

No. 2
An isolated molecule of C25H24N4O2S. Source: the Open Molecules 2025 dataset; level of theory: ωB97M-V with the def2-TZVPD basis set.

Geometry as XYZ:
```
56
Properties=species:S:1:pos:R:3:nbo_charge:R:1
S -1.549 -1.092 0.346 0.25
O 0.037 -6.451 3.678 -0.49
O 2.251 0.455 -0.705 -0.64
N -0.312 1.259 0.885 -0.52
N -1.828 2.672 0.231 -0.35
N -2.362 1.455 0.012 -0.32
N 0.416 -0.004 -1.928 -0.62
C 1.118 -1.635 -0.300 -0.50
C 0.401 1.274 -2.616 -0.24
C 0.163 -1.533 0.896 -0.31
C 0.710 -2.914 2.910 -0.12
C -2.518 1.183 -5.749 -0.21
C 0.100 -5.232 3.077 0.30
C 0.623 -6.607 4.947 -0.25
C 0.778 5.913 1.615 -0.22
C -1.415 0.634 0.426 0.15
C 0.331 3.623 1.048 -0.04
C 2.596 4.374 1.307 -0.21
C -0.583 2.541 0.747 0.34
C -0.128 4.906 1.339 -0.20
C -0.506 -5.139 1.822 -0.25
C -0.230 1.357 -5.049 -0.20
C -1.966 1.118 -3.415 -0.17
C 0.117 -2.821 1.661 -0.09
C -2.911 1.079 -4.425 -0.22
C -1.176 1.323 -6.059 -0.21
C -0.616 1.257 -3.720 -0.05
C 2.139 5.649 1.600 -0.20
C 1.329 -0.285 -0.975 0.70
C -0.494 -3.951 1.127 -0.19
C 0.709 -4.105 3.617 -0.32
C 1.700 3.359 1.032 -0.18
H 0.451 -7.645 5.226 0.20
H -1.188 5.114 1.369 0.20
H 1.408 1.461 -3.001 0.22
H 2.842 6.440 1.816 0.21
H 1.182 -4.137 4.586 0.22
H 0.472 -0.706 1.538 0.27
H 0.422 6.906 1.846 0.22
H 0.173 2.077 -1.899 0.20
H 1.701 -6.414 4.919 0.18
H 2.038 2.365 0.780 0.26
H -3.256 1.154 -6.537 0.21
H 0.156 -5.952 5.690 0.18
H 0.817 1.463 -5.294 0.21
H -0.404 -0.584 -2.026 0.41
H -0.978 -3.890 0.164 0.21
H -2.284 1.044 -2.384 0.22
H -0.864 1.404 -7.090 0.21
H -3.956 0.970 -4.176 0.21
H 3.656 4.170 1.289 0.22
H -0.982 -6.018 1.418 0.22
H 1.186 -2.046 3.342 0.21
H 0.741 -2.366 -1.016 0.22
H -2.343 3.501 -0.017 0.42
H 2.086 -1.973 0.077 0.24
```

## Properties
Energy relative to the best compared isomer or geometry (same formula, charge and spin), eV: 0.0000
E_LUMO, eV: 0.62
E, hartree: -1734.790185
E_HOMO, eV: -8.357
Max |F|, eV/A: 0.9

***

No. 3
An isolated molecule of C25H24N6O3 in a non-equilibrium geometry. Source: the Open Molecules 2025 dataset; level of theory: ωB97M-V with the def2-TZVPD basis set.

Geometry as XYZ:
```
58
Properties=species:S:1:pos:R:3:nbo_charge:R:1
O 2.735 -2.550 -2.869 -0.63
O 0.230 0.876 1.984 -0.43
O -0.496 4.333 -3.117 -0.49
N 1.960 -0.584 -3.650 -0.56
N -1.403 -2.130 2.506 -0.19
N -1.238 -1.651 4.546 -0.06
N -0.022 -2.001 4.155 -0.30
N -2.067 -1.721 3.590 -0.08
N 1.286 -1.667 1.025 -0.44
C 1.316 0.263 2.512 0.26
C 0.981 -2.728 1.969 -0.26
C 1.797 -2.125 -0.250 -0.24
C 2.152 -1.502 -2.644 0.63
C 0.817 0.989 -2.266 -0.04
C -2.724 0.026 0.982 -0.16
C -0.319 1.620 2.963 0.08
C 1.207 1.511 -4.597 -0.22
C -1.985 -1.183 -0.954 -0.20
C -0.109 -2.296 2.878 0.34
C 1.337 0.630 -3.520 0.14
C -2.964 1.137 0.193 -0.23
C 1.597 -1.117 -1.348 -0.14
C -2.237 -1.141 0.410 -0.05
C 2.121 -0.637 1.634 -0.27
C -2.734 1.083 -1.172 -0.22
C 0.588 2.723 -4.422 -0.22
C 1.463 0.622 3.818 -0.28
C -2.053 -2.381 1.251 -0.23
C 0.948 0.057 -1.192 -0.09
C -2.241 -0.076 -1.744 -0.21
C 0.200 2.234 -2.098 -0.29
C -0.975 4.797 -1.877 -0.25
C 0.083 3.102 -3.166 0.28
C 0.395 1.506 4.111 -0.30
H -1.473 -3.125 0.702 0.22
H -1.600 -2.086 -1.404 0.21
H -3.040 -2.798 1.487 0.24
H -0.175 2.480 -1.118 0.23
H 2.869 -2.387 -0.214 0.20
H 2.572 -0.049 0.830 0.23
H 0.479 3.415 -5.241 0.23
H 1.269 -3.038 -0.542 0.22
H -1.367 5.794 -2.068 0.20
H -3.348 2.041 0.643 0.21
H -2.054 -0.118 -2.806 0.22
H 0.189 1.976 5.050 0.23
H 1.599 1.234 -5.565 0.21
H 0.506 0.314 -0.243 0.23
H -1.776 4.160 -1.490 0.17
H -2.945 1.940 -1.794 0.21
H 2.332 -0.841 -4.557 0.41
H -1.205 2.170 2.716 0.20
H 2.220 0.285 4.494 0.23
H 0.650 -3.615 1.420 0.22
H 1.848 -3.007 2.589 0.21
H 2.932 -1.074 2.240 0.20
H -0.172 4.858 -1.136 0.18
H -2.924 0.055 2.044 0.23
```

## Properties
Energy relative to the best compared isomer or geometry (same formula, charge and spin), eV: 1.3177
E_LUMO, eV: 0.22
E, hartree: -1521.295106
E_HOMO, eV: -8.075
Max |F|, eV/A: 1.5

***

No. 4
A structure of composition C25H25BF5N10O3S3TeTi. Source: the Open Molecules 2025 dataset; level of theory: ωB97M-V with the def2-TZVPD basis set.

Geometry as XYZ:
```
74
Properties=species:S:1:pos:R:3:lowdin_charge:R:1
Te -0.234 3.563 -0.558 1.84
Ti 0.533 0.273 0.504 0.68
S 1.459 -1.890 0.865 0.74
S -2.475 0.631 2.217 0.63
S 1.533 0.715 2.575 0.78
F 0.574 2.580 -1.982 -0.38
F 1.551 4.189 -0.605 -0.38
F -2.031 3.874 -0.046 -0.37
F -0.593 4.848 -1.854 -0.35
F -0.120 4.800 0.876 -0.38
O 0.001 2.151 0.607 -0.65
O -3.009 1.632 1.313 -0.34
O -3.426 -0.229 2.876 -0.29
N 0.625 3.640 6.288 0.09
N -2.963 1.797 -1.387 0.03
N -1.067 -1.925 3.069 0.15
N 0.691 -0.937 -2.400 -0.05
N 2.310 0.850 -0.568 -0.09
N -0.059 -0.702 -1.299 -0.08
N -1.964 -2.521 0.959 0.14
N -1.418 -0.291 1.392 -0.21
N 2.725 0.418 -1.777 -0.06
N -1.795 2.250 -1.844 -0.09
C 2.826 -0.768 4.473 -0.12
C 2.797 -3.079 2.939 -0.13
C 3.368 -3.094 4.202 -0.11
C -1.068 -3.199 3.421 -0.12
C -1.262 2.865 3.214 -0.08
C 3.380 -1.936 4.973 -0.11
C -0.515 3.556 4.151 -0.02
C -3.743 1.380 -2.387 -0.09
C -1.833 2.140 -3.168 -0.13
C -0.095 -1.375 -3.379 -0.08
C 3.105 1.865 -0.217 -0.17
C 2.252 -0.746 3.204 -0.63
C -1.619 1.547 3.454 -0.31
C 2.232 -1.910 2.432 -0.65
C -0.523 1.623 5.583 -0.04
C -1.472 -4.208 2.561 -0.05
C -0.123 2.937 5.335 -0.33
C -1.941 -3.796 1.329 -0.13
C -1.468 -1.645 1.827 -0.54
C 3.764 1.154 -2.176 -0.08
C -1.404 -1.443 -2.922 -0.05
C -3.055 1.596 -3.567 -0.06
C -1.330 -1.008 -1.610 -0.15
C 4.051 2.097 -1.205 -0.05
C -1.258 0.927 4.644 -0.08
B 2.247 -0.898 -2.436 -0.43
H -1.550 3.344 2.289 0.08
H -3.383 1.376 -4.567 0.09
H 3.802 -4.008 4.586 0.09
H -3.104 1.742 -0.365 0.09
H 4.813 2.855 -1.221 0.09
H -1.441 -5.251 2.845 0.09
H 4.235 0.943 -3.121 0.12
H 3.822 -1.943 5.962 0.09
H -2.099 -0.909 -0.865 0.08
H 2.775 -3.977 2.334 0.10
H 2.690 -1.849 -1.843 0.05
H -2.318 -4.511 0.604 0.11
H 2.939 2.382 0.712 0.09
H -0.713 -3.421 4.424 0.11
H -2.281 -1.747 -3.464 0.09
H 1.175 4.389 5.896 0.08
H -1.532 -0.103 4.813 0.10
H -0.215 4.577 3.947 0.11
H 0.334 -1.614 -4.337 0.12
H -4.711 0.954 -2.189 0.12
H -0.231 1.139 6.509 0.11
H 2.828 0.141 5.063 0.10
H 2.577 -0.874 -3.599 0.07
H 1.186 3.049 6.881 0.08
H -0.987 2.453 -3.754 0.11
```

## Properties
Energy relative to the best compared isomer or geometry (same formula, charge and spin), eV: 2.2083
E_LUMO, eV: 1.56
E, hartree: -4577.493304
E_HOMO, eV: -5.086
Total charge: -1
Max |F|, eV/A: 0.8